111
Properties=species:S:1:pos:R:3 method="wB97M-V/def2-TZVPD" orbital_gap_ev=9.06 smiles=COC[C@H](C)N.COC[C@H](C)N.COC[C@H](C)N.OCCO.OCCO.OCCO.OCCO.OCCO.OCCO e_tot_ev=-61178.333 homo_ha=-0.334 relative_energy_kj_mol=683.3
C -25.50162 3.42103 -14.22427
C -25.32187 3.16318 -12.70564
O -26.01529 4.13054 -11.95257
O -24.77481 2.50921 -14.93247
H -25.08663 4.39325 -14.49011
H -26.53811 3.42011 -14.56157
H -24.28293 2.90651 -12.49867
H -26.02127 2.32715 -12.70573
H -25.46562 4.50829 -11.26210
H -24.32770 2.93274 -15.66889
C -24.25540 10.14643 -14.74855
C -24.62654 10.86974 -13.45625
O -24.35779 12.25386 -13.28572
O -22.84201 9.77455 -14.92814
H -24.70350 10.82798 -15.47160
H -24.98487 9.34592 -14.87166
H -24.14965 10.41048 -12.59036
H -25.66267 10.78875 -13.12765
H -23.48866 12.43258 -13.65213
H -22.46596 9.93182 -15.79731
C -16.33979 13.60533 -13.66692
C -17.26166 12.39657 -13.41627
O -18.65008 12.68209 -13.46088
O -16.43245 14.41752 -12.54806
H -16.55797 14.08222 -14.62247
H -15.29158 13.36379 -13.84306
H -16.94752 11.72478 -12.61745
H -17.22821 11.74401 -14.28871
H -19.22460 11.91308 -13.47329
H -17.29190 14.84521 -12.54220
C -27.78373 19.11586 -13.44274
C -27.67680 17.97843 -14.55783
O -27.97336 18.50332 -15.84818
O -29.02550 19.24450 -12.85931
H -27.33527 20.05601 -13.76384
H -27.21416 18.64101 -12.64386
H -28.17898 17.05517 -14.26888
H -26.60606 17.83092 -14.69879
H -27.14983 18.52990 -16.34082
H -29.46401 18.40563 -12.69926
C -30.95344 11.35906 -17.11717
C -31.28723 10.95332 -18.59882
O -31.16613 12.03524 -19.62489
O -31.40182 10.41728 -16.15787
H -31.34356 12.30271 -16.73581
H -29.86848 11.46090 -17.09292
H -32.24720 10.43732 -18.61577
H -30.62964 10.10586 -18.79244
H -31.89864 12.63575 -19.46862
H -32.26041 10.12499 -16.47250
C -22.42340 15.68920 -19.57116
C -21.53188 14.73257 -18.67622
O -20.13917 15.05756 -19.05719
O -22.69215 16.87714 -18.83128
H -23.39260 15.21468 -19.72471
H -22.00738 15.88906 -20.55862
H -21.87246 13.72659 -18.92137
H -21.75128 14.82992 -17.61298
H -20.07227 16.01103 -18.96762
H -23.03884 17.54429 -19.42820
C -20.66618 7.50939 -8.74999
C -21.24383 6.08142 -9.17937
C -20.32102 4.93895 -9.03533
O -19.19085 5.11546 -9.86233
C -19.25075 4.26822 -11.03924
N -22.53459 6.05611 -8.62489
H -21.41469 8.28080 -8.56900
H -20.12697 8.10731 -9.48473
H -20.23792 7.54461 -7.74826
H -21.46180 6.19080 -10.24174
H -20.78890 4.00060 -9.33314
H -20.03184 4.90655 -7.98489
H -19.32272 3.19406 -10.86868
H -18.40699 4.21929 -11.72757
H -20.07962 4.50680 -11.70568
H -22.42276 6.07175 -7.62122
H -23.04863 6.85331 -8.97178
C -20.24355 6.76093 -21.87459
C -20.56607 5.42258 -21.19393
C -22.08196 5.07071 -21.40269
O -22.93879 5.90706 -20.60376
C -24.25713 5.58361 -20.82270
N -19.70892 4.48180 -21.82196
H -20.46489 6.87438 -22.93584
H -19.20711 7.09489 -21.92324
H -20.77315 7.59354 -21.41156
H -20.34532 5.27841 -20.13629
H -22.34023 4.03559 -21.17925
H -22.37107 4.99173 -22.45067
H -24.88815 6.24407 -20.22796
H -24.48607 4.57858 -20.46828
H -24.59926 5.78383 -21.83806
H -19.85815 4.40331 -22.81779
H -18.76830 4.71644 -21.53864
C -36.16357 16.21122 -11.98629
C -34.67907 16.39760 -12.14432
C -33.71613 15.60137 -11.12571
O -32.37616 16.00335 -11.39450
C -31.49923 15.02476 -10.81891
N -34.36142 16.00821 -13.47134
H -36.62344 16.42623 -11.02172
H -36.37482 15.15663 -12.16323
H -36.63265 16.72843 -12.82328
H -34.31320 17.41988 -12.04844
H -33.84561 14.54672 -11.36869
H -34.08153 15.80146 -10.11846
H -31.75356 14.65793 -9.82450
H -30.43770 15.26410 -10.75589
H -31.55486 14.12417 -11.43043
H -34.56107 16.81264 -14.04851
H -33.35549 15.93194 -13.52018


13
Properties=species:S:1:pos:R:3 method="wB97M-V/def2-TZVPD" orbital_gap_ev=10.38 smiles="C=CC(=O)O.O=NO" e_tot_ev=-12868.435 homo_ha=-0.377 relative_energy_kj_mol=428.4
C -2.26261 1.04302 1.39506
C -1.57362 -0.06710 1.32738
C -0.35717 -0.26241 0.50030
N 2.83319 -0.30706 -1.90766
O 1.59828 -0.15979 -2.69421
O 3.80074 -0.71803 -2.48233
O 0.06341 0.52912 -0.31826
O 0.25934 -1.32446 0.86359
H -3.01500 1.37397 2.07589
H -1.89800 1.83172 0.79837
H -1.43459 -0.89044 2.05838
H 0.89228 0.20879 -2.08519
H 1.09375 -1.25732 0.46867


6
Properties=species:S:1:pos:R:3 method="wB97M-V/def2-TZVPD" orbital_gap_ev="8.99 / 8.99" e_tot_ev=-28052.403 homo_ha="-0.362 / -0.362" relative_energy_kj_mol=214.1
N 0.02856 1.28299 0.05686
N -0.77306 -1.02586 -0.06696
Cl 1.61075 0.89798 -0.09403
Cl 0.70038 -1.71405 0.12327
H -0.38744 1.39120 -0.87193
H -1.17920 -0.83226 0.85278


91
Properties=species:S:1:pos:R:3 method="wB97M-V/def2-TZVPD" orbital_gap_ev="8.95 / 8.59" e_tot_ev=-91067.779 homo_ha="-0.330 / -0.325" multiplicity=5
Fe -1.66657 0.71153 2.39800
O -1.98536 -0.38074 0.73069
C -0.80547 -0.31714 -0.05518
C 0.30080 0.61743 0.49194
O -0.11728 1.55683 1.44831
H -1.10080 0.00103 -1.06384
H -0.38581 -1.33216 -0.10361
H 0.73711 1.11047 -0.39451
H 1.17175 0.07029 0.89387
N -3.35423 3.12906 -3.64347
C -2.62440 2.06343 -3.31594
C -1.30979 1.88120 -3.72731
C -0.74578 2.80878 -4.58788
C -1.54179 3.86674 -4.99665
C -2.80048 4.03629 -4.44591
H -3.09908 1.37441 -2.62471
H -0.78023 1.01230 -3.35661
H 0.23038 2.63434 -5.02055
H -1.10653 4.60963 -5.65493
H -3.36999 4.94209 -4.61664
N -3.50914 -0.06219 3.43320
C -3.69489 -0.08467 4.75637
C -4.84048 -0.60259 5.34469
C -5.92302 -0.90833 4.53598
C -5.74133 -0.84716 3.16546
C -4.49078 -0.53461 2.65939
H -2.94826 0.36591 5.39878
H -4.87600 -0.57678 6.42522
H -6.86575 -1.21593 4.96901
H -6.55967 -0.96366 2.46824
H -4.36591 -0.52886 1.58188
C -2.87487 2.85775 0.55401
O -3.11924 2.10605 1.75220
H -2.45786 3.82814 0.81797
H -2.25124 2.29113 -0.13006
H -3.78996 3.02565 -0.02274
H -3.97772 2.33348 2.11686
C -4.13091 -1.45086 -1.80027
O -4.09961 -0.22115 -1.10018
H -5.02703 -1.43787 -2.41711
H -3.26801 -1.52330 -2.47599
H -4.10647 -2.32781 -1.14985
H -3.32700 -0.20264 -0.50760
C 1.93162 -3.46522 0.98469
O 2.70143 -4.55930 0.45986
H 1.32198 -3.16208 0.13634
H 1.31241 -3.75074 1.83838
H 2.60392 -2.66742 1.31216
H 3.41967 -4.68278 1.08828
C 0.44291 5.27766 1.12387
O -0.11193 4.55038 2.21234
H 1.17807 4.66745 0.59639
H -0.34713 5.61259 0.44708
H 0.95443 6.15163 1.52782
H -0.02388 3.60919 2.01500
C 3.13887 2.68029 2.83635
O 1.94743 2.29484 3.48064
H 2.94979 3.44649 2.08009
H 3.88764 3.03146 3.54709
H 3.64339 1.81715 2.38176
H 1.31736 2.03669 2.78864
C -2.06711 -3.90343 0.41590
O -2.95787 -3.04706 1.10664
H -2.05375 -3.72032 -0.67188
H -1.02628 -3.69680 0.69150
H -2.33690 -4.94888 0.53639
H -2.59872 -2.16026 0.91388
F 4.57278 -0.78699 3.14355
C 5.20406 -0.94354 1.95976
C 4.61912 -0.44198 0.80955
C 5.27036 -0.66473 -0.39306
C 6.46355 -1.37398 -0.44290
C 7.00079 -1.88688 0.72829
C 6.39056 -1.64806 1.95180
H 3.69272 0.10676 0.91393
H 4.76131 -0.32518 -1.28614
H 6.96277 -1.48585 -1.39563
H 7.94023 -2.41994 0.65021
H 6.80570 -2.03934 2.87016
F 1.57627 -0.84486 -5.64136
C 2.13485 -1.47674 -4.59153
C 1.90679 -0.95460 -3.33124
C 2.42024 -1.62130 -2.23051
C 3.19924 -2.76259 -2.37956
C 3.38398 -3.28497 -3.65527
C 2.88232 -2.62167 -4.76295
H 1.37474 -0.01960 -3.21018
H 2.25662 -1.19117 -1.24875
H 3.68830 -3.20030 -1.52103
H 3.92051 -4.21983 -3.74758
H 2.94350 -3.01970 -5.76931


70
Properties=species:S:1:pos:R:3 method="wB97M-V/def2-TZVPD" orbital_gap_ev=6.52 e_tot_ev=-254268.595 homo_ha=-0.274 relative_energy_kj_mol=164.3
W 0.94698 -0.57202 0.15910
C -4.06072 -2.22031 -2.32717
C -2.84055 -2.19640 -1.44500
C -2.37894 -3.34530 -0.78475
C -1.23971 -3.32192 -0.00200
C -0.61339 -2.09508 0.10784
Br 1.98559 -2.61951 1.59579
N -1.04091 -1.05342 -0.50371
C -2.11552 -1.03185 -1.28071
H -4.67198 -3.09595 -2.11452
H -3.77303 -2.25814 -3.37967
H -4.67092 -1.32956 -2.17954
H -2.91052 -4.28260 -0.90513
H -0.86617 -4.20738 0.49230
H -2.36912 -0.09005 -1.75355
C 1.89704 3.30873 -0.34762
C 0.68881 2.90442 0.44527
C -0.21652 3.83766 0.91226
C -1.33933 3.40610 1.62321
C -1.50089 2.07442 1.92644
C -0.49149 1.19185 1.50979
N 0.51175 1.60845 0.72420
N -0.36106 -0.13320 1.77804
Si -1.31785 -0.84638 3.08373
C -0.63109 -2.46297 3.67011
C -1.34271 0.31003 4.55287
C -3.06650 -1.16078 2.48581
H 2.37705 4.16640 0.12655
H 1.61496 3.58772 -1.36308
H 2.60687 2.48943 -0.42336
H -0.04958 4.88608 0.70766
H -2.08332 4.12435 1.94544
H -2.36794 1.70636 2.45308
H 0.39233 -2.35395 4.02757
H -0.63366 -3.24179 2.90831
H -1.25074 -2.80253 4.50727
H -0.50506 1.01080 4.52789
H -1.24658 -0.28802 5.46262
H -2.26983 0.88124 4.63176
H -3.07718 -1.84071 1.63010
H -3.59575 -0.24984 2.19595
H -3.63632 -1.63386 3.29169
O 3.00398 -0.32138 -0.16739
C 3.34015 0.01776 1.00598
C 4.69980 0.11986 1.60602
C 4.34573 0.51691 3.04643
C 2.82147 0.67013 3.05986
O 2.15157 1.07821 3.96732
N 2.34489 0.27785 1.80455
H 5.31083 0.84516 1.06968
H 5.18676 -0.85221 1.53351
H 4.80403 1.44382 3.38435
H 4.60156 -0.26688 3.75889
C -0.55959 2.60142 -4.16203
Si 0.20940 0.91707 -4.16285
C -0.96443 -0.46717 -4.55989
C 1.75713 0.83354 -5.16640
Se 0.86613 0.60698 -1.99582
H -1.01126 2.82537 -5.13325
H 0.20288 3.35541 -3.95680
H -1.32600 2.67491 -3.38966
H -1.25232 -0.47649 -5.61551
H -1.86932 -0.39469 -3.95373
H -0.47015 -1.41197 -4.32429
H 1.54012 0.97229 -6.23025
H 2.23418 -0.13827 -5.02685
H 2.46184 1.60351 -4.84853
Se 3.43061 -3.15290 -3.06007
C 2.23146 -2.52394 -1.94955
N 1.42202 -2.11485 -1.20655